Record 1
96
Properties=species:S:1:pos:R:3 method="wB97M-V/def2-TZVPD" molar_mass_g_mol=671.885 spin_multiplicity=1 e_homo_ev=-5.33
C 4.62 2.59 2.73
C 4.30 1.14 3.01
C 4.37 0.39 1.69
C 5.29 0.54 4.01
O 2.97 0.94 3.65
C 1.84 1.43 3.02
C 0.87 0.35 2.80
N -0.36 0.65 3.08
C -1.39 -0.01 3.55
C -2.60 0.78 3.78
C -3.86 0.20 4.07
C -4.98 1.02 4.23
C -4.86 2.42 4.15
C -3.60 3.00 3.93
C -2.49 2.18 3.75
C -1.26 -1.46 3.81
C -2.07 -2.38 3.10
C -1.77 -3.74 3.14
C -0.75 -4.22 3.96
C -0.03 -3.33 4.77
C -0.26 -1.95 4.67
O 1.63 2.61 2.80
H 4.96 3.11 3.63
H 5.45 2.62 2.00
H 3.77 3.11 2.30
H 4.10 -0.67 1.82
H 3.72 0.85 0.94
H 5.39 0.41 1.27
H 4.97 -0.45 4.36
H 6.28 0.43 3.54
H 5.40 1.20 4.88
H 1.27 -0.65 2.63
H -3.95 -0.88 4.19
H -5.96 0.58 4.44
H -5.74 3.05 4.28
H -3.50 4.09 3.92
H -1.49 2.61 3.63
H -2.90 -1.99 2.50
H -2.35 -4.44 2.53
H -0.53 -5.29 4.00
H 0.72 -3.69 5.47
H 0.32 -1.25 5.27
C -3.53 0.09 -4.77
N -2.74 -1.08 -4.42
C -3.00 -2.22 -5.23
C -2.15 -2.57 -6.29
C -2.61 -3.43 -7.29
C -3.89 -3.98 -7.20
C -4.70 -3.73 -6.09
C -4.25 -2.85 -5.10
C -1.96 -1.12 -3.29
C -2.18 -0.24 -2.20
C -1.41 -0.32 -1.05
C -0.31 -1.20 -0.97
C 0.53 -1.18 0.19
C 1.93 -1.46 0.05
C 2.59 -2.50 0.76
C 3.84 -2.94 0.35
C 4.59 -2.22 -0.62
N 5.88 -2.58 -1.02
C 6.65 -1.64 -1.84
C 6.36 -3.91 -1.03
C 6.91 -4.42 -2.22
C 7.40 -5.73 -2.27
C 7.38 -6.53 -1.12
C 6.87 -6.01 0.07
C 6.39 -4.70 0.13
C 3.98 -1.08 -1.22
C 2.67 -0.75 -0.93
C -0.07 -2.07 -2.08
C -0.90 -2.06 -3.18
H -3.38 0.89 -4.04
H -3.21 0.46 -5.75
H -4.60 -0.17 -4.83
H -1.15 -2.12 -6.33
H -1.96 -3.67 -8.13
H -4.26 -4.63 -8.00
H -5.68 -4.19 -5.99
H -4.87 -2.62 -4.23
H -2.98 0.49 -2.23
H -1.60 0.35 -0.21
H 0.05 -1.13 1.16
H 2.04 -3.01 1.55
H 4.23 -3.87 0.75
H 7.71 -1.88 -1.73
H 6.37 -1.69 -2.91
H 6.49 -0.61 -1.48
H 6.95 -3.80 -3.11
H 7.80 -6.11 -3.21
H 7.76 -7.55 -1.17
H 6.87 -6.62 0.97
H 6.07 -4.27 1.08
H 4.52 -0.50 -1.97
H 2.17 0.06 -1.45
H 0.76 -2.77 -2.05
H -0.74 -2.77 -4.00

Record 2
22
Properties=species:S:1:pos:R:3 method="wB97M-V/def2-TZVPD" charge=+2 molar_mass_g_mol=278.576 spin_multiplicity=1 e_homo_ev=-17.26
N 2.20 -1.02 0.61
C 2.18 0.00 -0.46
O 2.74 -0.31 -1.55
C 1.46 1.41 -0.40
C -0.06 1.43 0.11
C -0.85 0.06 -0.02
O -2.18 0.09 -0.65
S -2.65 -1.52 -0.35
O -2.16 -2.50 -1.38
O -4.05 -1.76 0.09
O -1.78 -1.83 1.09
C -1.24 -0.52 1.45
F -0.12 -0.48 2.32
H 3.20 -1.05 0.92
H 2.07 -1.95 0.16
H 1.58 1.94 -1.43
H 2.06 2.05 0.35
H -0.10 1.87 1.16
H -0.62 2.19 -0.55
H -0.39 -0.85 -0.53
H -2.05 0.07 2.03
Zn 0.75 2.68 -2.98

Record 3
63
Properties=species:S:1:pos:R:3 method="wB97M-V/def2-TZVPD" molar_mass_g_mol=552.112 spin_multiplicity=2 e_homo_ev="-7.09 / -7.09" s2=0.75
Cu -0.61 -0.27 -0.55
O -7.04 -2.66 -0.85
C -6.14 -3.46 -0.79
O -6.03 -4.68 -0.78
C -4.68 -2.74 -0.70
C -3.52 -3.48 -0.66
C -2.31 -2.80 -0.57
N -2.25 -1.48 -0.53
C -3.36 -0.77 -0.58
C -4.62 -1.36 -0.66
C -3.22 0.77 -0.58
O -4.23 1.43 -0.73
O -2.04 1.19 -0.46
H -3.55 -4.56 -0.71
H -1.36 -3.33 -0.52
H -5.50 -0.74 -0.69
C -2.21 0.07 3.52
C -1.30 -0.27 2.47
N -0.56 -0.55 1.64
H -1.97 -0.51 4.41
H -3.23 -0.14 3.20
H -2.12 1.13 3.74
O -0.76 -0.23 -2.73
S -1.96 0.37 -3.39
C -1.49 0.23 -5.18
C -1.44 1.63 -5.76
C -0.91 2.54 -4.65
C -1.71 2.19 -3.41
H -2.22 -0.40 -5.70
H -0.53 -0.27 -5.17
H -2.44 1.95 -6.05
H -0.80 1.67 -6.65
H -1.01 3.59 -4.91
H 0.15 2.33 -4.48
H -2.71 2.62 -3.44
H -1.24 2.47 -2.47
C 1.82 0.42 4.14
C 2.83 1.22 3.31
N 3.98 0.42 2.95
C 4.91 0.05 4.01
C 4.91 -1.45 4.29
C 4.38 0.16 1.69
O 5.45 -0.36 1.43
C 3.44 0.51 0.56
C 3.95 1.20 -0.54
C 3.12 1.40 -1.63
C 1.83 0.90 -1.60
N 1.35 0.23 -0.56
C 2.14 0.04 0.50
H 0.93 1.02 4.30
H 2.25 0.14 5.10
H 1.54 -0.49 3.61
H 3.17 2.08 3.89
H 2.35 1.58 2.41
H 4.64 0.61 4.91
H 5.92 0.35 3.71
H 3.92 -1.79 4.58
H 5.61 -1.69 5.08
H 5.20 -1.99 3.40
H 4.97 1.53 -0.53
H 3.48 1.93 -2.50
H 1.16 1.00 -2.44
H 1.70 -0.52 1.31